{"formula": "C27H47FO7", "method": "ωB97M-V/def2-TZVPD", "elements": ["F", "C", "C", "C", "C", "C", "C", "H", "H", "H", "H", "H", "C", "C", "C", "O", "H", "H", "H", "H", "H", "H", "C", "C", "C", "O", "H", "H", "H", "H", "H", "H", "C", "C", "C", "O", "H", "H", "H", "H", "H", "H", "C", "C", "C", "O", "H", "H", "H", "H", "H", "H", "C", "C", "C", "O", "H", "H", "H", "H", "H", "H", "C", "C", "C", "O", "H", "H", "H", "H", "H", "H", "C", "C", "C", "O", "H", "H", "H", "H", "H", "H"], "positions_angstrom": [[0.136, -0.778, -3.517], [-1.096, -1.330, -3.473], [-2.211, -0.523, -3.587], [-3.473, -1.119, -3.678], [-3.577, -2.477, -3.448], [-2.449, -3.286, -3.302], [-1.193, -2.711, -3.286], [-2.038, 0.544, -3.656], [-4.387, -0.562, -3.821], [-4.570, -2.909, -3.404], [-2.556, -4.359, -3.234], [-0.330, -3.362, -3.225], [-1.057, -5.188, 1.126], [-0.402, -4.305, 0.098], [-0.774, -2.839, 0.103], [0.464, -4.733, -0.632], [-1.684, -4.604, 1.800], [-0.350, -5.779, 1.702], [-1.715, -5.870, 0.579], [-0.284, -2.292, -0.697], [-0.526, -2.402, 1.069], [-1.848, -2.781, -0.097], [4.174, 3.560, -2.161], [2.809, 3.699, -1.552], [1.586, 3.448, -2.409], [2.695, 3.903, -0.372], [4.514, 4.603, -2.140], [4.209, 3.264, -3.205], [4.773, 2.901, -1.543], [0.701, 3.473, -1.765], [1.567, 2.474, -2.901], [1.393, 4.209, -3.168], [3.053, -0.398, -4.552], [4.076, 0.279, -3.678], [4.009, -0.009, -2.202], [4.859, 1.063, -4.151], [2.023, -0.059, -4.414], [3.059, -1.486, -4.454], [3.248, -0.204, -5.610], [3.059, 0.280, -1.751], [4.791, 0.564, -1.703], [4.186, -1.063, -1.983], [-0.239, 2.565, 1.055], [-0.223, 1.052, 0.872], [0.945, 0.429, 0.138], [-1.055, 0.369, 1.436], [-1.094, 2.907, 0.472], [0.686, 3.013, 0.702], [-0.400, 2.711, 2.121], [0.705, 0.401, -0.931], [1.141, -0.563, 0.534], [1.833, 1.058, 0.204], [1.990, -0.252, 3.634], [3.429, -0.629, 3.363], [4.353, -0.779, 4.547], [3.801, -0.830, 2.231], [1.335, -0.786, 2.946], [1.794, 0.816, 3.523], [1.699, -0.518, 4.652], [4.547, 0.201, 4.985], [5.250, -1.271, 4.181], [3.849, -1.375, 5.308], [-4.214, 2.606, -0.251], [-4.620, 1.233, 0.258], [-3.904, 0.069, -0.334], [-5.475, 1.083, 1.101], [-4.494, 2.675, -1.304], [-3.151, 2.769, -0.093], [-4.755, 3.398, 0.267], [-3.696, 0.252, -1.390], [-4.555, -0.804, -0.310], [-2.942, -0.121, 0.143], [-3.053, 1.309, 4.067], [-1.887, 1.287, 5.030], [-1.408, -0.072, 5.468], [-1.257, 2.279, 5.314], [-3.298, 2.284, 3.650], [-3.973, 1.043, 4.601], [-2.838, 0.586, 3.283], [-1.528, -0.867, 4.734], [-1.821, -0.434, 6.413], [-0.344, 0.064, 5.671]], "forces_ev_per_a": [[-0.08, 0.17, 0.20], [-0.41, -0.90, 0.44], [0.21, 0.17, -0.58], [0.52, -0.08, 0.80], [-0.34, -0.44, -0.30], [-0.33, 0.45, 0.11], [0.09, 0.10, -0.65], [-0.21, 0.01, -0.17], [0.16, 0.30, 0.01], [0.09, -0.14, -0.17], [0.02, -0.01, 0.18], [0.21, 0.29, 0.12], [-0.80, 0.11, -0.10], [1.12, 0.45, 0.31], [-0.40, -0.44, -0.46], [-0.19, -0.16, -0.26], [0.03, -0.06, 0.05], [0.20, 0.02, -0.17], [0.05, -0.10, 0.12], [0.24, -0.12, 0.06], [-0.25, 0.08, 0.06], [-0.06, 0.25, 0.38], [-0.27, 1.03, -0.37], [-0.22, -1.29, -0.71], [-1.06, 0.24, 0.30], [-0.16, 0.31, 0.64], [0.60, -0.27, 0.18], [-0.21, -0.27, 0.05], [0.24, 0.21, 0.05], [0.16, 0.03, 0.08], [0.48, 0.00, -0.08], [0.44, 0.02, -0.12], [-0.17, -0.37, -1.09], [-0.93, -0.04, -0.10], [0.68, 0.24, 0.39], [0.41, 0.13, 0.03], [0.21, 0.02, 0.53], [-0.06, 0.04, 0.37], [0.33, 0.16, 0.15], [-0.16, -0.13, -0.24], [0.00, -0.06, -0.01], [-0.18, -0.07, -0.10], [-0.03, -1.08, -0.45], [0.67, 0.17, 0.93], [-0.23, 0.40, -0.25], [-0.01, -0.07, -0.38], [0.00, 0.42, 0.17], [-0.08, 0.24, 0.06], [-0.12, 0.37, -0.03], [-0.09, -0.27, 0.02], [0.03, -0.07, -0.22], [0.00, -0.04, 0.24], [-0.31, -0.22, 0.36], [-0.31, 0.17, -0.09], [-0.36, -0.15, -0.35], [0.14, -0.01, -0.10], [0.05, 0.06, -0.07], [0.24, 0.05, -0.09], [0.03, 0.04, -0.01], [0.17, 0.01, -0.03], [0.19, 0.15, 0.28], [0.14, -0.07, 0.06], [-0.62, 0.05, 0.32], [0.00, 0.43, 0.51], [-0.10, -0.39, -0.96], [-0.02, 0.15, -0.07], [0.38, -0.01, -0.12], [0.13, -0.09, -0.32], [-0.04, -0.17, 0.15], [0.12, 0.11, 0.06], [0.17, -0.11, 0.33], [-0.10, 0.01, 0.23], [-0.49, 0.12, 0.54], [-0.11, 0.20, -0.99], [0.81, -0.26, 0.56], [-0.11, 0.06, 0.25], [0.56, 0.11, -0.03], [0.14, -0.48, -0.07], [-0.26, -0.01, -0.09], [-0.19, 0.17, -0.15], [-0.36, 0.25, -0.07], [0.00, -0.15, -0.04]], "mulliken_charge": [-0.14, 0.29, -0.28, -0.69, -0.38, -0.59, -0.36, 0.50, 0.39, 0.41, 0.45, 0.41, -1.07, 0.54, -0.41, -0.58, 0.30, 0.33, 0.29, -0.16, 0.46, 0.26, -1.08, 0.90, -0.74, -0.58, 0.45, 0.23, 0.21, 0.15, 0.05, 0.44, -0.96, 0.89, -0.54, -0.57, 0.03, 0.35, 0.38, -0.36, 0.32, 0.51, -0.71, 0.52, -0.72, -0.43, -0.12, 0.26, 0.23, 0.16, 0.20, 0.48, -0.26, 0.58, -1.23, -0.55, -0.08, 0.26, 0.28, 0.31, 0.34, 0.34, -0.74, 0.75, -0.12, -0.59, 0.39, -0.18, 0.36, -0.08, 0.44, -0.19, -0.77, 0.81, -0.96, -0.59, 0.30, 0.49, -0.07, 0.26, 0.40, 0.20], "relative_energy_kj_mol": 0.0, "e_tot_ha": -1683.5046, "molar_mass_g_mol": 502.664, "homo_lumo_gap_ev": 9.954, "spin_multiplicity": 1, "smiles": "Fc1ccccc1.CC(C)=O.CC(C)=O.CC(C)=O.CC(C)=O.CC(C)=O.CC(C)=O.CC(C)=O", "lumo_ev": 0.400}